Entry 1:
Computed, not measured: a molecular structure, C14H19AlF4N2O4PS2 in a non-equilibrium geometry, with ωB97M-V with the def2-TZVPD basis set.

Structure (ORCA input):
```
! RIJCOSX wB97M-V def2-TZVPD def2/J DEFGRID3
* xyz 1 1
C 4.9641 3.2715 0.7530
C 4.9651 1.6912 0.6205
P 3.2446 0.9118 0.8173
C 3.2298 -0.5612 -0.3823
C 1.9047 2.1364 0.3566
C 2.0100 3.1996 -0.7168
C 0.9254 4.1327 -0.9695
C -0.3806 4.0861 -0.1992
N -1.3759 5.0431 -0.5059
C -2.4648 4.8328 0.2974
C -2.6218 3.7544 1.3027
N -1.6528 2.8419 1.5771
C -0.5042 3.0300 0.8233
C 0.6392 2.0868 1.0874
H 5.0121 3.7165 -0.2840
H 5.8073 3.6771 1.3698
H 4.0139 3.6570 1.2258
H 5.6089 1.2712 1.4499
H 5.4405 1.3325 -0.3422
H 3.7136 -1.4311 0.1558
H 3.8390 -0.3691 -1.3075
H 2.1753 -0.8939 -0.6163
H 2.9345 3.2807 -1.3338
H 1.0439 4.9249 -1.7614
H -3.3290 5.5418 0.1704
H -3.5828 3.6810 1.8680
H 0.5215 1.3092 1.8912
Al -0.5321 6.4223 -1.9403
C -1.6841 -2.6381 -0.4454
S -0.3322 -3.8256 -0.2985
O 0.7838 -3.1477 0.4192
C 0.0978 -3.8747 -2.0416
H -2.0809 -2.4374 0.5500
H -1.3124 -1.7120 -0.8840
H -2.4679 -3.0700 -1.0690
H 0.3595 -2.8730 -2.3833
H -0.7490 -4.2610 -2.6094
H 0.9529 -4.5386 -2.1669
C -5.2783 -4.0597 0.8366
F -6.4021 -3.9926 1.5648
F -5.4801 -3.2802 -0.2495
F -4.3127 -3.4491 1.5667
S -4.8292 -5.7996 0.3853
O -5.9483 -6.2924 -0.3830
O -4.6467 -6.4815 1.6473
O -3.6006 -5.6737 -0.3918
F 1.3811 -5.1703 0.5452
*
```

Summary:
E_tot = -2734.333570 hartree
LUMO energy = -8.160 eV
Frontier orbital gap = 2.65 eV
F_max = 0.085 Eh/bohr

=====

Entry 2:
Computed, not measured: a molecular structure, C14H19BrCr in a non-equilibrium geometry, with ωB97M-V with the def2-TZVPD basis set.

Structure (ORCA input):
```
! RIJCOSX wB97M-V def2-TZVPD def2/J DEFGRID3
* xyz -1 4
C -2.5803 2.1064 -0.8836
C -3.1921 2.4593 0.3666
C -2.2026 3.0751 1.1954
H -4.2402 2.3336 0.6288
C -0.9675 3.1177 0.4691
C -1.2032 2.5291 -0.8275
H -0.4811 2.4577 -1.6395
H -3.0951 1.6560 -1.7313
H -2.3629 3.4647 2.1962
H -0.0403 3.5489 0.8398
Cr -1.5685 1.0387 0.7330
Br -0.8199 -1.5159 1.0039
C 0.1525 -2.5310 -2.3394
C 0.6298 -1.4030 -3.0751
C -0.4756 -0.8299 -3.7760
H 1.6595 -1.0393 -3.0630
C -1.6319 -1.6279 -3.4977
C -1.2402 -2.6762 -2.6000
H -1.8931 -3.4465 -2.1887
H 0.7623 -3.1869 -1.7216
H -0.4655 0.0858 -4.3641
H -2.6324 -1.4842 -3.9117
C 2.0420 -1.8746 2.8664
C 1.7451 -0.4782 2.3213
C 2.9912 0.4070 2.3330
C 1.1355 -0.5603 0.9282
H 2.7206 -2.4058 2.1870
H 1.1263 -2.4585 2.9800
H 2.5344 -1.8163 3.8422
H 1.0135 0.0028 2.9918
H 3.7582 0.0440 1.6351
H 2.7402 1.4377 2.0609
H 3.4445 0.4195 3.3300
H 0.9663 0.4087 0.4325
H 1.6706 -1.2581 0.2782
*
```

Summary:
E_tot = -4163.196558 hartree
LUMO energy (spin up / spin down) = 2.492 / 2.488 eV
Frontier orbital gap (spin up / spin down) = 5.09 / 4.80 eV
F_max = 0.044 Eh/bohr